Model A:
C2H10NS | ωB97M-V/def2-TZVPD

Geometry (Å):
C -0.04 -2.12 0.30
S -0.67 -1.12 1.73
H 0.05 -1.53 -0.64
H 0.96 -2.40 0.60
H -0.68 -3.00 0.12
H -1.95 -1.14 1.33
C 0.64 1.31 -1.09
N -0.06 1.51 0.20
H 1.63 0.87 -0.83
H 0.10 0.66 -1.80
H 0.76 2.34 -1.51
H 0.33 2.27 0.77
H -0.04 0.62 0.76
H -1.04 1.74 0.05

- Charge: +1
- Frontier orbital gap: 10.23 eV

Model B:
C2H10NS | ωB97M-V/def2-TZVPD

Geometry (Å):
N 0.62 0.28 -3.08
H 0.75 1.29 -3.13
H 1.33 -0.31 -3.52
H -0.39 0.27 -3.27
H 0.81 -0.02 -2.09
C -1.42 -0.06 2.08
C 0.09 -0.34 1.87
S 0.54 0.22 0.13
H -1.68 0.95 1.76
H -1.90 -0.79 1.45
H -1.63 -0.13 3.15
H 0.26 -1.41 2.05
H 0.75 0.20 2.55
H 1.87 -0.15 0.06

- Charge: +1
- Frontier orbital gap: 9.14 eV

Which structure loses on stability? model B does.

Model A:
C2H10NS | ωB97M-V/def2-TZVPD

Geometry (Å):
N 2.20 1.32 0.56
H 1.39 0.66 0.48
H 2.34 1.49 1.55
H 1.89 2.13 -0.01
H 3.02 0.95 0.08
C -2.24 0.16 -0.51
S -0.43 0.24 -0.14
C -0.16 -1.56 -0.07
H -2.62 -0.37 0.35
H -2.63 1.16 -0.67
H -2.31 -0.39 -1.44
H -0.87 -1.97 0.65
H 0.85 -1.85 0.20
H -0.44 -1.97 -1.03

- Charge: +1
- Frontier orbital gap: 9.08 eV

Model B:
C2H10NS | ωB97M-V/def2-TZVPD

Geometry (Å):
N -2.03 -1.75 -0.43
H -2.78 -1.92 -1.11
H -2.46 -1.47 0.46
H -1.48 -2.60 -0.31
H -1.43 -0.97 -0.73
C 0.72 2.32 0.26
S -0.01 0.67 0.11
C 1.46 -0.42 0.22
H 0.40 2.85 -0.63
H 1.81 2.24 0.25
H 0.51 2.83 1.20
H 2.15 0.10 0.84
H 1.25 -1.40 0.65
H 1.91 -0.48 -0.77

- Charge: +1
- Frontier orbital gap: 8.52 eV

Which structure loses on stability? model A does.

Model A:
C10H11N3 | ωB97M-V/def2-TZVPD

Geometry (Å):
C 0.09 -0.87 -3.22
C 0.02 -2.12 -2.68
C 0.28 0.30 -2.58
C 0.21 -2.20 -1.29
C 0.57 0.21 -1.23
C 0.57 -1.08 -0.61
C 1.23 -0.62 1.86
C 0.40 0.40 2.53
C 0.55 1.35 -0.27
C -1.79 1.46 2.53
N 0.91 -1.13 0.70
N -0.62 0.98 1.83
N -0.60 1.25 0.61
H -0.13 -0.83 -4.31
H -0.29 -3.05 -3.25
H 0.26 1.28 -3.04
H 0.44 -3.21 -0.78
H 2.13 -0.93 2.37
H 0.08 0.06 3.50
H 1.51 1.35 0.20
H 0.49 2.42 -0.58
H -1.83 2.54 2.27
H -2.77 1.25 1.90
H -1.72 1.19 3.54

- Charge: 0
- Frontier orbital gap (alpha / beta): 7.08 / 7.09 eV

Model B:
C10H11N3 | ωB97M-V/def2-TZVPD

Geometry (Å):
C 0.90 -1.60 1.96
C 1.15 -1.37 0.67
N 2.13 -2.14 0.07
C 2.50 -1.64 -1.21
C 1.77 -0.49 -1.40
C 0.84 -0.34 -0.29
C -0.18 0.58 -0.37
C -0.30 1.53 -1.51
C -1.16 0.83 0.66
C -1.31 1.96 1.40
N -2.46 1.99 2.07
N -3.13 0.91 1.66
C -2.35 0.17 0.89
H 1.55 -2.20 2.58
H 0.16 -1.10 2.47
H 2.35 -3.08 0.21
H 2.99 -2.24 -1.96
H 1.84 0.11 -2.34
H -0.34 0.87 -2.52
H -1.27 2.07 -1.50
H 0.34 2.35 -1.54
H -0.49 2.75 1.63
H -4.02 0.62 2.07
H -2.93 -0.52 0.23

- Charge: 0
- Frontier orbital gap: 7.34 eV
- Structure (SMILES): C=c1[nH]cc/c1=C(\C)c1cn[nH]c1

Which structure loses on stability? model A does.